14
Properties=species:S:1:pos:R:3 method="wB97M-V/def2-TZVPD" s_squared=13.0265 spin_multiplicity=7 energy_ha=-1204.7768 homo_lumo_gap_ev="9.51 / 5.72" molar_mass_g_mol=261.01 total_charge=+3
C 2.316 0.563 0.304
C 1.453 -0.397 -0.022
O 3.635 0.402 0.165
H 1.943 1.306 1.032
H 1.709 -1.366 -0.448
H 3.957 0.845 -0.626
O 0.083 -0.073 0.047
C -0.857 -0.861 -0.320
O -1.951 -0.724 0.346
Tb -1.149 -2.723 -2.035
C -2.654 0.540 0.384
H -2.524 0.997 1.371
H -2.260 1.198 -0.398
H -3.700 0.292 0.199



54
Properties=species:S:1:pos:R:3 method="wB97M-V/def2-TZVPD" smiles="CN(C)[C@H](c1ccccc1)C1(Cc2ccc([N+](=O)[O-])cc2)C(=O)OC(C)(C)OC1=O" energy_ha=-1413.5070 homo_lumo_gap_ev=8.24 molar_mass_g_mol=412.44 total_charge=0
C -1.375 -2.689 -2.079
N -1.557 -1.932 -0.866
C -2.415 -2.580 0.085
C -0.446 -1.051 -0.485
C 0.330 -1.582 0.754
C -0.216 -1.976 1.990
C 0.611 -2.414 3.025
C 1.980 -2.570 2.837
C 2.503 -2.329 1.571
C 1.681 -1.902 0.539
C -0.727 0.378 -0.942
C 0.183 0.792 -2.194
C 1.530 1.389 -1.808
C 2.152 0.994 -0.615
C 3.325 1.564 -0.157
C 3.839 2.685 -0.837
N 4.692 3.563 -0.110
O 5.085 4.619 -0.642
O 4.981 3.225 1.065
C 3.277 3.078 -2.071
C 2.179 2.389 -2.583
C -0.845 1.827 -0.269
O -0.140 2.770 -0.575
O -2.017 2.176 0.368
C -2.738 1.071 0.891
C -1.899 0.507 1.994
C -4.082 1.547 1.412
O -3.014 0.205 -0.226
C -2.173 0.302 -1.336
O -2.603 0.248 -2.468
H -2.319 -3.199 -2.313
H -1.107 -2.020 -2.907
H -0.592 -3.453 -1.930
H -3.228 -3.028 -0.510
H -1.900 -3.391 0.638
H -2.878 -1.874 0.795
H 0.280 -1.308 -1.261
H -1.286 -1.917 2.186
H 0.155 -2.651 3.983
H 2.613 -2.935 3.645
H 3.556 -2.484 1.356
H 2.089 -1.767 -0.466
H 0.330 -0.053 -2.885
H -0.432 1.537 -2.724
H 1.659 0.267 0.030
H 3.787 1.226 0.764
H 3.703 3.937 -2.586
H 1.740 2.665 -3.551
H -0.922 0.195 1.613
H -1.706 1.316 2.708
H -2.398 -0.314 2.511
H -4.661 2.015 0.614
H -4.637 0.682 1.783
H -3.947 2.253 2.236



45
Properties=species:S:1:pos:R:3 method="wB97M-V/def2-TZVPD" s_squared=0.7550 spin_multiplicity=2 energy_ha=-882.2878 homo_lumo_gap_ev="10.51 / 5.49" molar_mass_g_mol=242.31 total_charge=+1
C -1.503 1.146 -0.530
N -1.983 -0.227 -0.309
C -2.220 -1.004 -1.601
N -1.707 -0.688 -2.933
C -0.893 1.814 0.667
C 0.453 1.356 1.145
C 1.611 1.062 0.249
C 1.028 2.244 2.379
H -2.538 1.782 -0.645
H -0.777 1.263 -1.398
H -1.398 -0.836 0.168
H -3.307 -0.950 -1.731
H -1.765 -2.068 -1.503
H -0.691 -0.915 -3.062
H -1.919 0.216 -3.249
H -1.576 1.473 1.590
H -0.986 2.849 0.575
H 0.191 0.464 1.708
H 1.301 0.946 -0.710
H 2.635 1.653 0.261
H 2.200 -0.017 0.305
H 1.292 3.202 1.969
H 1.964 1.806 2.840
H 0.116 2.273 3.170
H 0.938 3.139 -0.429
H 0.870 3.901 -1.718
O 1.106 4.015 -0.750
H -3.532 0.520 2.609
H -3.661 -0.969 1.865
O -3.215 -0.352 2.604
H -1.106 -3.971 0.024
H 0.077 -4.951 0.263
O -0.189 -4.055 -0.216
H 0.860 -2.392 2.910
H -0.309 -1.581 2.468
O 0.475 -1.841 2.297
H 0.864 -3.044 -1.460
H 2.011 -2.126 -2.130
O 1.066 -2.355 -2.184
H 1.064 0.398 -3.132
H 2.062 1.019 -2.263
O 1.552 1.181 -3.102
H 3.828 -1.368 0.691
H 2.336 -1.863 1.322
O 3.374 -2.149 0.975



Energy relative to the best compared isomer or geometry (same formula, charge and spin), record by record: 0.0, 175.0, 63.6 kcal per mole